Formula: C15H39O14P3
Source: the OMol25 dataset
Level of theory: ωB97M-V/def2-TZVPD

Each line ends with the Löwdin charge.
Geometry (Å):
C 2.10880 -1.83806 4.02230  0.024
C 1.85680 -2.80106 2.81530  -0.489
O 1.51880 -3.94506 2.95630  0.074
C 2.27780 -2.29706 1.48530  -0.025
H 1.03780 -1.40606 4.13630  0.131
H 2.80580 -0.91306 3.91430  0.102
H 2.32580 -2.21006 4.80830  -0.054
H 1.49380 -1.51306 1.32230  0.098
H 2.29680 -3.17606 0.83430  0.093
H 3.15880 -1.73606 1.37330  0.061
C 0.64580 -0.68906 -1.88670  -0.044
C 1.37880 0.56394 -1.83070  -0.482
O 1.04080 1.47794 -2.56870  0.048
C 2.63280 0.82894 -0.89070  -0.025
H 1.35480 -1.56606 -2.10370  0.127
H -0.23620 -0.63006 -2.41570  0.041
H 0.28180 -1.06206 -0.91970  0.066
H 2.16580 0.77394 0.21030  0.094
H 3.04480 1.85694 -0.95470  0.060
H 3.49380 0.07394 -1.00170  0.090
C -1.87020 -4.01706 1.36530  -0.151
O -2.54920 -3.98906 0.20930  -0.168
P -2.08720 -3.19406 -1.03370  0.427
O -2.14820 -1.73806 -0.83070  -0.235
O -0.51220 -3.49806 -1.30370  -0.232
C 0.01680 -4.68506 -1.74170  -0.125
O -2.89220 -3.43706 -2.38570  -0.221
C -3.35920 -2.34906 -3.18670  -0.077
H -1.32320 -4.85206 1.73930  0.089
H -2.57420 -3.71606 2.22630  0.127
H -1.40120 -3.02106 1.37430  0.086
H -0.52720 -4.81906 -2.60670  0.057
H -0.10820 -5.53906 -0.93170  0.137
H 1.03780 -4.71306 -2.00270  0.071
H -4.25820 -2.01006 -2.69070  0.085
H -3.48920 -2.78006 -4.40870  0.174
H -2.63720 -1.66206 -3.35570  0.018
C 4.59180 4.61194 1.57030  -0.050
O 4.00380 4.53994 2.88630  -0.226
P 4.52580 3.49694 4.06730  0.516
O 3.90580 3.65994 5.39930  -0.227
O 4.01880 2.09894 3.44230  -0.244
C 2.59180 1.86194 3.35530  -0.049
O 6.13980 3.17694 4.18130  -0.211
C 6.51680 1.90494 4.40630  -0.173
H 4.46480 3.79894 0.93830  0.066
H 5.70380 4.88394 1.88930  0.146
H 4.25580 5.35894 1.11130  0.002
H 2.25980 2.08694 4.19530  0.001
H 2.34580 0.85394 2.90530  0.098
H 2.17480 2.64094 2.83330  0.065
H 6.12080 1.73794 5.36130  0.083
H 7.49980 2.17294 4.55930  0.072
H 6.52180 1.04594 3.70330  0.116
C -2.73920 1.00494 -1.77870  -0.159
O -3.57620 2.05194 -1.90470  -0.168
P -4.82420 1.82994 -2.76570  0.434
O -5.58020 0.57194 -2.27070  -0.295
O -5.82520 3.12694 -2.93570  -0.292
C -7.06220 3.17894 -2.10670  -0.068
O -4.21220 1.62594 -4.19370  -0.174
C -5.01320 1.35894 -5.29470  -0.048
H -2.01820 1.16494 -0.91570  0.132
H -2.25720 0.79594 -2.67970  0.069
H -3.32820 0.18294 -1.51270  0.036
H -7.64520 4.11994 -2.12570  0.074
H -6.41820 2.93394 -1.04770  0.148
H -7.65220 2.26094 -2.54070  0.109
H -5.55720 2.14894 -5.17770  0.039
H -5.46320 0.43294 -5.24870  0.095
H -4.47120 1.50494 -6.04770  0.036

Atomic forces in eV per Å
C -4.53 6.74 -10.25
C 3.34 0.53 1.52
O -0.85 -0.16 0.37
C -2.31 0.05 -0.42
H 1.60 -0.29 0.15
H -1.16 -1.80 -0.54
H 2.63 -5.53 9.89
H 0.20 -0.76 -0.88
H -0.46 0.59 -0.40
H 1.49 0.50 0.57
C 2.29 -3.00 2.50
C 1.63 2.68 -0.65
O 0.17 -0.40 0.58
C -1.02 -1.10 1.89
H -1.03 1.24 -0.42
H -1.43 0.06 -1.84
H 0.20 0.53 0.29
H 1.27 -0.19 -2.12
H -0.52 -0.68 -0.50
H -1.50 0.94 0.25
C -0.35 4.17 4.72
O -2.58 -2.93 -3.54
P 1.54 4.11 -1.88
O 0.18 0.04 0.92
O -0.94 1.60 1.55
C -0.89 -3.00 2.41
O 0.76 -2.65 0.96
C -2.14 -3.32 -3.07
H 0.62 -0.77 -0.78
H 0.28 -1.14 -1.19
H 1.47 -0.69 0.38
H -0.96 -1.76 -2.13
H -0.02 1.43 -1.72
H 1.36 0.92 0.03
H -0.23 0.55 -0.65
H -0.23 0.86 3.87
H 2.16 2.45 0.21
C 6.08 -3.21 6.15
O 0.60 -1.01 1.74
P -1.29 -1.69 -0.05
O 0.52 1.08 -1.15
O 0.58 -0.43 -0.72
C 3.83 -2.60 -6.10
O -4.43 4.97 -3.68
C 1.47 -2.24 0.84
H 0.01 -2.15 -0.54
H -1.84 -0.94 -1.75
H -3.15 6.46 -3.30
H -3.32 0.54 8.18
H 0.53 1.33 0.79
H -0.99 1.60 -2.41
H -0.62 -1.73 1.38
H 2.93 -0.90 0.64
H -0.96 1.02 -0.13
C 2.41 -1.64 2.89
O -1.18 4.77 0.13
P -4.85 -3.68 0.37
O 1.33 3.22 -1.31
O 1.37 -0.16 -0.37
C 2.56 -3.57 1.75
O 2.58 -0.04 1.99
C -0.80 -2.11 4.72
H -0.74 0.05 -1.28
H 1.22 -0.21 -1.41
H -0.50 -1.61 0.49
H 1.03 -0.40 -0.28
H -3.39 0.77 -2.16
H 0.71 1.86 1.59
H -5.05 4.10 -0.80
H -1.17 -1.92 0.10
H 4.47 0.63 -6.44

The value obtained for the relative energy (zero: lowest compared OMol25 entry of this formula, charge and spin) is 2.785 eV. The calculation puts the largest force on an atom at 13.1 eV/Å. The calculation puts the frontier orbital gap at 9.9 eV. For the HOMO energy, the calculation gives -0.35073 Ha. The calculated total energy is -72714.573 eV. As for the LUMO energy: 0.014 Eh.

***

Formula: C10H15N2
Source: the OMol25 dataset
Level of theory: ωB97M-V/def2-TZVPD

Each line ends with the natural charge from an NBO analysis.
Geometry (Å):
C -2.98265 -0.10846 -2.02097  -0.646
C -2.41828 -0.14575 -0.63476  -0.014
C -3.06405 -0.27938 0.59180  -0.171
C -2.35696 -0.16708 1.76686  -0.202
C -0.96930 -0.01193 1.71156  -0.181
C -0.25267 0.18514 0.48083  -0.183
C 1.08737 0.65413 0.53292  0.572
N 1.24776 1.82737 1.15314  -0.730
N 2.14012 -0.10065 0.04634  -0.339
C 3.65726 0.25496 -0.12776  -0.386
C 1.93207 -1.36252 -0.45977  -0.447
C -1.05516 0.10250 -0.63370  -0.151
H -2.56213 -1.01882 -2.61704  0.241
H -4.15456 -0.21628 -2.03238  0.238
H -2.77141 0.91904 -2.52561  0.243
H -4.10228 -0.58565 0.63872  0.236
H -2.81053 -0.47484 2.78829  0.250
H -0.46768 0.20622 2.70844  0.220
H 2.11915 2.26749 1.10456  0.412
H 0.39841 2.30507 1.70823  0.469
H 3.88537 0.14135 -1.22441  0.232
H 4.29719 -0.46936 0.30132  0.237
H 3.76389 1.24685 0.17279  0.205
H 2.31493 -1.51526 -1.49271  0.216
H 2.62488 -2.10641 -0.06011  0.223
H 0.99487 -1.84484 -0.36373  0.248
H -0.49562 0.29711 -1.51285  0.210

Atomic forces in eV per Å
C -2.36 -0.49 -1.50
C 0.57 0.73 -0.17
C -0.60 -0.61 -0.76
C 0.81 -1.63 1.76
C 1.00 1.70 1.35
C -3.97 -1.22 2.61
C 3.57 -0.46 -0.28
N -3.02 0.13 1.00
N 0.13 3.40 1.25
C -2.93 -0.51 -2.14
C 1.36 -3.87 -2.21
C 1.46 0.12 0.16
H -0.71 1.91 0.75
H 2.27 0.13 0.07
H -0.13 -2.02 0.73
H -0.11 0.35 -0.16
H 0.62 1.03 -1.95
H -0.34 -0.75 -1.37
H 1.28 0.91 0.41
H 2.74 -1.57 -2.11
H -0.55 0.50 0.90
H 0.24 -0.57 1.28
H 0.76 1.43 0.59
H -0.86 0.87 -0.06
H 0.12 0.22 1.09
H -1.19 0.26 0.13
H -0.17 0.02 -1.36

The total charge is +1. The value obtained for the relative energy (zero: lowest compared OMol25 entry of this formula, charge and spin) is 2.269 eV. The calculation puts the largest force on an atom at 4.9 eV/Å. The calculation puts the frontier orbital gap at 9.3 eV. For the HOMO energy, the calculation gives -0.46480 Ha. The calculated total energy is -13585.802 eV. As for the LUMO energy: -0.123 Eh.

***

Formula: C2HClN2S
Source: the OMol25 dataset
Level of theory: ωB97M-V/def2-TZVPD

Each line ends with the natural charge from an NBO analysis.
Geometry (Å):
C 1.27078 -1.16848 1.45718  -0.162
C 2.20244 -0.58220 1.00308  -0.322
S 3.27577 0.58376 0.58159  0.393
Cl 4.59148 -0.57675 -0.37560  -0.143
H 0.39625 -1.71287 1.62341  0.233
N -0.68900 -3.35860 -1.30821  0.004
N -1.30097 -2.49048 -1.14932  -0.002

Atomic forces in eV per Å
C -0.57 -0.67 -0.03
C -0.04 0.63 0.22
S 0.43 0.80 -0.06
Cl 0.84 -0.30 -0.53
H -0.67 -0.46 0.40
N 1.49 -2.11 -0.39
N -1.48 2.11 0.39

The value obtained for the relative energy (zero: lowest compared OMol25 entry of this formula, charge and spin) is 0.097 eV. The calculation puts the largest force on an atom at 2.6 eV/Å. The calculation puts the frontier orbital gap at 8.8 eV. For the HOMO energy, the calculation gives -0.33296 Ha. The calculated total energy is -28426.449 eV. As for the LUMO energy: -0.008 Eh.